[1]
# C46H55BGeInN7S

A structure of composition C46H55BGeInN7S in a non-equilibrium geometry (ωB97M-V/def2-TZVPD, OMol25).

## Properties
Orbital gap   6.3 eV
F_max   1.4 eV/Å
Lowest unoccupied orbital energy   -0.33 eV
Energy relative to the best compared isomer or geometry (same formula, charge and spin)   90.1 kJ/mol
Total energy   -4859.223978 a.u.
Charge   0
Molar mass   936.30 u

```
112
C46H55BGeInN7S ωB97M-V/def2-TZVPD
In -0.24446 -0.19055 -0.05442
C -2.29160 -2.10520 2.20474
C -3.54470 -1.26226 2.00773
C -4.34531 -1.17865 3.31417
C -3.22940 0.13208 1.55461
C -4.15137 1.16412 1.33934
C -3.38348 2.27571 1.06974
N -2.09699 1.91662 1.11085
N -1.99550 0.61406 1.41051
B -0.90642 2.86394 0.92778
N 0.27938 2.39433 1.76284
C 0.90263 3.15084 2.67348
C 2.01441 2.47071 3.11399
C 2.00268 1.26920 2.39648
N 0.94181 1.24618 1.59523
C 3.01202 0.17215 2.53683
C 2.59603 -0.75289 3.68462
C 3.22635 -0.59504 1.23749
N -0.46675 2.92122 -0.54270
C -0.72862 3.88766 -1.43295
C 0.02287 3.64984 -2.56271
C 0.74119 2.48105 -2.27344
N 0.42303 2.06246 -1.05351
C 1.79869 1.82237 -3.11204
C 2.85724 2.87168 -3.47074
C 2.45224 0.64754 -2.39025
H -2.56275 -3.09698 2.56439
H -1.63962 -1.63225 2.93788
H -1.74010 -2.20849 1.27042
H -4.17936 -1.73987 1.25289
H -3.78052 -0.63050 4.06660
H -4.54968 -2.17631 3.69762
H -5.29085 -0.66676 3.15061
H -5.22047 1.10846 1.37426
H -3.66588 3.28635 0.84844
H -1.23110 3.95688 1.27292
H 0.52519 4.11243 2.95569
H 2.73925 2.78225 3.83901
H 3.96056 0.64689 2.82004
H 1.64242 -1.22453 3.45741
H 2.49237 -0.18240 4.60562
H 3.34792 -1.52487 3.84207
H 2.29163 -1.02667 0.88285
H 3.94675 -1.39667 1.38935
H 3.61500 0.07425 0.47421
H -1.42257 4.67581 -1.21469
H 0.04014 4.23194 -3.46229
H 1.33996 1.46636 -4.04459
H 3.33156 3.24543 -2.56445
H 2.39843 3.70758 -3.99324
H 3.62817 2.44088 -4.10737
H 2.88595 0.98854 -1.45244
H 3.24180 0.21892 -3.00496
H 1.72543 -0.13039 -2.16169
N 0.69660 -2.76178 1.34598
C 1.21075 -3.47249 2.08632
C 1.85876 -4.32632 3.00907
C 1.63015 -4.17545 4.37907
C 2.27661 -5.00001 5.27953
C 3.14868 -5.97792 4.82811
C 3.37936 -6.12888 3.46939
C 2.74321 -5.30780 2.55728
H 0.95203 -3.41250 4.72826
H 2.10284 -4.87966 6.33830
H 3.65195 -6.62026 5.53463
H 4.05893 -6.89075 3.11936
H 2.91987 -5.41643 1.49804
C 2.59561 -3.37959 -2.22084
S 0.80647 -3.18452 -1.93511
C 0.24700 -3.05707 -3.65650
H 2.96074 -2.55808 -2.82967
H 2.78973 -4.33117 -2.70916
H 3.07235 -3.34967 -1.24719
H 0.32569 -4.02382 -4.14983
H 0.84438 -2.31398 -4.17635
H -0.78817 -2.72885 -3.60944
C -1.21310 -0.64942 -2.07629
Ge -2.85671 0.26246 -2.60448
C -3.44822 2.17603 -2.72499
C -2.90256 2.98576 -3.71011
C -3.36480 4.27380 -3.90722
C -4.38769 4.76775 -3.11673
C -4.92463 3.97715 -2.11656
C -4.45535 2.69050 -1.92462
C -2.79291 -0.13585 -4.56366
C -1.62005 -0.20241 -5.30116
C -1.65032 -0.39800 -6.67056
C -2.86202 -0.52532 -7.32608
C -4.04104 -0.45868 -6.60519
C -3.99890 -0.26562 -5.23826
C -4.38735 -0.81972 -1.97533
C -5.70954 -0.47727 -2.22789
C -6.74596 -1.32570 -1.87864
C -6.47333 -2.53056 -1.25079
C -5.15906 -2.88034 -0.98273
C -4.12787 -2.03460 -1.35420
H -0.43195 -0.11745 -2.63221
H -2.11848 2.59166 -4.34331
H -2.92993 4.89394 -4.67881
H -4.76687 5.76692 -3.28118
H -5.71848 4.36434 -1.49150
H -4.88418 2.07194 -1.14983
H -0.66532 -0.09563 -4.80467
H -0.72507 -0.44811 -7.22961
H -2.88787 -0.67317 -8.39614
H -4.99371 -0.55415 -7.10800
H -4.92349 -0.20741 -4.68237
H -5.93619 0.46963 -2.70381
H -7.77130 -1.05159 -2.09613
H -7.28331 -3.19679 -0.98058
H -4.93923 -3.81575 -0.48223
H -3.09605 -2.30672 -1.16313
```

***

[2]
# C46H55ClMgN12O2P2

A structure of composition C46H55ClMgN12O2P2 in a non-equilibrium geometry (ωB97M-V/def2-TZVPD, OMol25).

## Properties
Orbital gap   6.7 eV
F_max   4.5 eV/Å
Lowest unoccupied orbital energy   -0.22 eV
Energy relative to the best compared isomer or geometry (same formula, charge and spin)   250.8 kJ/mol
Total energy   -3936.398324 a.u.
Charge   0
Molar mass   929.73 u

```
119
C46H55ClMgN12O2P2 ωB97M-V/def2-TZVPD
Mg 0.46995 -2.27867 0.52938
O 3.76091 -2.40766 2.75299
C 2.63877 -2.60135 2.34006
N 1.64547 -1.66610 2.06686
C 1.87708 -0.36510 2.45274
O 1.78767 0.58194 1.62182
C 2.43037 -0.17634 3.75472
C 2.94168 1.05044 4.15103
C 3.45573 1.17236 5.47896
C 3.35531 0.10872 6.31518
C 2.77920 -1.06066 5.83780
N 2.29981 -1.23996 4.65082
C 2.20662 -3.96776 2.04655
C 2.73110 -5.11176 2.75700
C 2.24768 -6.34462 2.55224
C 1.52888 -6.51448 1.34703
C 1.09252 -5.41712 0.65195
N 1.33614 -4.13545 1.04247
H 2.90425 1.90547 3.51075
H 3.87786 2.11716 5.78564
H 3.53512 0.19236 7.38045
H 2.65345 -1.92675 6.53209
H 3.47893 -4.86281 3.49950
H 2.36315 -7.14930 3.24903
H 1.35618 -7.53327 0.99104
H 0.39342 -5.45908 -0.18471
Cl 1.09387 4.43700 5.05306
C -0.51852 4.86911 5.55021
C -0.75571 5.39313 6.86778
C -2.02518 5.46869 7.34640
C -3.15498 5.24338 6.51245
C -2.93535 4.99076 5.17231
C -1.64712 4.80230 4.64100
P -1.45858 4.13338 2.97961
C -2.78946 4.77269 1.95418
C -3.07227 3.92818 0.85153
C -4.12226 4.25907 -0.01712
C -4.86561 5.43402 0.24898
C -4.53797 6.24923 1.32504
C -3.46114 5.93857 2.12995
C -0.10009 5.17640 2.32587
C 0.86792 4.54779 1.53785
C 1.92715 5.36527 1.13781
C 2.06497 6.67371 1.54387
C 1.00974 7.30487 2.22877
C -0.06293 6.55058 2.60987
H 0.14051 5.52990 7.43337
H -2.17063 5.65676 8.42041
H -4.19045 5.27436 6.89114
H -3.84066 5.01495 4.46857
H -2.37509 3.14041 0.52196
H -4.30372 3.73127 -0.89545
H -5.76584 5.68510 -0.33776
H -5.12643 7.14614 1.49913
H -3.16761 6.61613 2.93304
H 0.78191 3.44592 1.37012
H 2.65866 4.84690 0.56790
H 3.00362 7.17744 1.19988
H 1.09860 8.35027 2.55722
H -0.93291 7.02560 3.05082
N 0.46917 -1.92489 -1.40170
P 0.19425 -1.89155 -2.89191
N 1.49789 -2.74562 -3.74384
C 1.47854 -3.68019 -4.87739
C 2.78883 -3.56556 -5.58693
C 3.95245 -3.99879 -4.69764
C 3.65681 -3.79760 -3.21311
C 2.70870 -2.63579 -2.99920
N 0.17122 -0.30335 -3.43625
C -0.26779 0.84488 -2.61853
C 0.84472 1.83112 -2.43767
C 1.24243 2.34238 -3.83198
C 1.52869 1.22620 -4.87163
C 0.48993 0.09182 -4.77886
N -1.11081 -2.66603 -3.64192
C -1.32608 -4.13393 -3.37617
C -2.12903 -4.84683 -4.46834
C -3.35684 -4.05006 -4.92283
C -2.98457 -2.58036 -5.17565
C -2.38674 -1.96691 -3.94425
H 0.69007 -3.36799 -5.49261
H 1.31528 -4.78983 -4.63273
H 2.93872 -2.58096 -6.02096
H 2.71347 -4.12867 -6.53451
H 4.90274 -3.46362 -4.99733
H 4.14916 -5.07282 -4.78434
H 4.53923 -3.62205 -2.55245
H 3.17730 -4.64964 -2.75990
H 3.19526 -1.66302 -3.17693
H 2.55295 -2.60957 -1.90346
H -0.40691 0.46700 -1.61504
H -1.19321 1.31317 -2.95128
H 1.71202 1.24676 -2.01956
H 0.58594 2.64946 -1.72462
H 2.13874 3.02240 -3.70598
H 0.38575 2.96072 -4.10972
H 2.46408 0.81676 -4.54879
H 1.58390 1.50990 -5.92070
H 0.85090 -0.78308 -5.36200
H -0.43169 0.33739 -5.33549
H -1.84156 -4.24523 -2.40576
H -0.30073 -4.49953 -3.26969
H -2.44180 -5.77223 -3.87202
H -1.39781 -5.21333 -5.22787
H -4.11338 -4.16489 -4.13777
H -3.79436 -4.40809 -5.82788
H -3.83507 -1.93940 -5.46000
H -2.18505 -2.49010 -5.99182
H -3.04735 -2.08819 -3.06980
H -2.26481 -0.88698 -4.02024
N -4.13693 -4.23180 1.97979
N -3.20457 -3.14642 1.89698
N -3.57068 -1.90320 2.25269
C -2.46079 -1.21780 1.94409
N -1.55381 -1.95127 1.28658
N -2.04236 -3.20792 1.25191
H -5.08590 -3.82842 1.67847
H -3.90575 -4.83554 1.19276
H -2.55651 -0.20033 2.07061
```

***

Which of these has the lowest F_max?
C46H55BGeInN7S